{
  "formula": "C4H6O2",
  "method": "ωB97M-V/def2-TZVPD",
  "species": ["O", "C", "C", "C", "O", "C", "H", "H", "H", "H", "H", "H"],
  "positions_angstrom": [[-0.42816, 0.77896, -1.64122], [0.09646, 1.49992, -0.64375], [0.27516, -0.41496, 0.83265], [-0.66301, -1.34939, 0.23313], [0.54428, -1.36438, -0.48475], [0.58288, 0.94920, 0.48121], [-0.03249, -0.16738, -1.53485], [0.07732, 2.58310, -0.74035], [0.53697, -0.64649, 1.87594], [-0.72118, -2.27071, 0.80354], [-1.57815, -1.05567, -0.26935], [1.32852, 1.46771, 1.07434]],
  "atomic_forces_ev_per_a": [[0.406, -0.754, 0.060], [0.125, 0.125, 0.249], [0.392, -0.424, -0.359], [-0.591, -0.202, 0.303], [0.662, 0.123, 1.049], [-0.331, 0.267, -0.144], [-0.540, 1.433, 0.018], [0.182, -0.153, -0.596], [0.875, -0.683, -0.813], [-0.620, -0.021, 0.179], [0.038, 0.050, -0.173], [-0.600, 0.239, 0.226]],
  "gap_ha": 0.349,
  "e_lumo_ev": 0.9,
  "charge": 0,
  "e_above_lowest_kj_mol": 308.95,
  "smiles": "O/C=C\\[C@H]1CO1"
}